1.
A cluster of 12 separate species, C62H177N23O23P10 in total, computed with the ωB97M-V functional and the def2-TZVPD basis.

XYZ file:
```
295
C62H177N23O23P10, DFT the ωB97M-V functional and the def2-TZVPD basis
O -1.3307 0.5159 -2.9311
P -0.6543 -0.2622 -1.9068
N 0.8709 0.5415 -1.4104
C 1.7496 -0.0074 -0.4357
C 0.9045 1.9508 -1.3140
N -0.0685 -1.8156 -2.4030
C 1.0686 -1.8072 -3.3364
C -0.7150 -3.1070 -2.2540
N -1.4856 -0.6263 -0.4882
C -2.7455 0.1411 0.0046
C -0.9569 -1.4243 0.5181
H 1.5248 0.1001 0.6254
H 2.7483 0.4289 -0.4519
H 1.8164 -1.0403 -0.7775
H 1.9160 2.1694 -1.6563
H 0.6906 2.4586 -0.3735
H 0.2643 2.4417 -2.0469
H 1.3713 -2.7644 -3.7608
H 0.8133 -1.1082 -4.1329
H 1.8732 -1.3353 -2.7724
H -1.3462 -2.9890 -1.3732
H -1.3267 -3.2777 -3.1398
H 0.0993 -3.7862 -2.0016
H -3.5463 -0.0431 -0.7115
H -2.9456 -0.1138 1.0453
H -2.5375 1.2095 0.0634
H 0.0712 -1.6378 0.2254
H -1.4359 -2.3858 0.7026
H -0.7531 -0.8392 1.4149
O -0.3879 9.4318 -0.7773
P -1.2231 8.1912 -0.6642
N -2.3340 7.9735 -1.9265
C -3.3135 9.0157 -2.2541
C -1.8096 7.2970 -3.2238
N -2.2758 8.2269 0.7682
C -1.9746 9.1982 1.8607
C -3.3580 7.2316 1.0032
N -0.3059 6.7398 -0.5445
C 1.1340 6.7567 -0.8910
C -0.8277 5.4281 -0.0747
H -2.8387 9.8866 -2.7060
H -3.7148 9.4784 -1.3525
H -4.1809 8.7508 -2.8587
H -1.3079 8.0975 -3.7675
H -2.7052 6.9936 -3.7660
H -1.3377 6.3238 -3.0881
H -1.5505 10.1259 1.4765
H -2.9198 9.3537 2.3810
H -1.3537 8.7137 2.6142
H -4.3100 7.7342 1.1744
H -3.4431 6.7100 0.0499
H -3.1667 6.7148 1.9436
H 1.6316 5.9967 -0.2886
H 1.2886 6.6471 -1.9644
H 1.5339 7.6723 -0.4552
H -1.7305 5.2372 -0.6549
H -1.0052 5.3105 0.9943
H -0.0142 4.7070 -0.1553
O 5.2903 -0.6676 4.6547
P 4.1174 -0.2750 5.4309
N 2.6206 -0.8967 4.7961
C 1.9465 -2.0113 5.4761
C 2.3859 -0.7505 3.3884
N 3.7526 1.3605 5.3863
C 4.8486 2.3284 4.9699
C 2.5306 2.0643 5.8399
N 4.1873 -0.5335 7.1276
C 5.1337 -1.5475 7.6830
C 3.0873 -0.2290 8.1150
H 1.7397 -2.8638 4.8291
H 0.9843 -1.7724 5.9291
H 2.6746 -2.4316 6.1698
H 2.8895 -1.5196 2.8027
H 2.8097 0.1963 3.0539
H 1.3585 -0.9191 3.0657
H 4.4640 2.7458 4.0393
H 4.9200 3.1298 5.7052
H 5.7669 1.7899 4.7359
H 1.5629 1.5627 5.8500
H 2.7117 2.4315 6.8501
H 2.3573 3.0353 5.3761
H 6.1633 -1.4313 7.3447
H 5.1002 -1.3749 8.7587
H 4.7687 -2.5462 7.4429
H 2.0730 -0.1149 7.7324
H 3.2576 0.7199 8.6236
H 2.9357 -1.1041 8.7469
O 5.1568 5.1963 2.7193
P 6.0048 5.0414 1.5153
N 5.4546 3.7574 0.4373
C 6.3595 2.9066 -0.4675
C 3.9512 3.5611 0.2105
N 7.7123 4.7039 1.6616
C 8.8305 5.7255 1.6525
C 8.1471 3.4020 2.3135
N 5.9949 6.3394 0.3663
C 4.9757 7.3600 0.3365
C 6.6467 6.1643 -0.9522
H 7.4015 2.8722 -0.1496
H 6.3477 3.2455 -1.5034
H 5.9026 1.9170 -0.4763
H 3.6764 3.0831 1.1508
H 3.8353 3.1543 -0.7940
H 3.2851 4.4220 0.2670
H 9.3220 5.7465 2.6252
H 9.4591 5.6466 0.7655
H 8.4230 6.7358 1.6148
H 7.4894 2.6198 1.9346
H 9.1194 2.9793 2.0605
H 7.9853 3.4072 3.3914
H 4.2272 7.0547 -0.3947
H 4.4335 7.3978 1.2814
H 5.2797 8.3704 0.0630
H 6.5018 7.0312 -1.5969
H 6.1690 5.3912 -1.5539
H 7.7335 6.1695 -0.8687
O -8.7504 -3.1439 1.1327
P -7.7160 -2.3429 0.5215
N -6.0978 -2.9445 0.7218
C -4.9385 -2.1571 0.9496
C -5.7752 -4.3496 0.5047
N -7.6985 -0.7619 1.2031
C -6.9845 -0.3614 2.4769
C -8.7017 0.2992 0.8374
N -7.8785 -2.2455 -1.1072
C -7.1286 -1.2105 -1.8603
C -9.1463 -2.6505 -1.7254
H -5.0935 -1.0952 0.7586
H -4.0520 -2.5830 0.4795
H -4.6883 -2.1180 2.0097
H -4.8195 -4.5855 0.9727
H -5.9285 -4.4174 -0.5723
H -6.4796 -5.0072 1.0141
H -7.5086 0.3447 3.1210
H -6.8533 -1.3265 2.9664
H -5.9550 -0.0118 2.3997
H -8.8473 1.2169 1.4071
H -8.4526 0.5874 -0.1839
H -9.6529 -0.2213 0.9491
H -6.7329 -1.5195 -2.8278
H -7.7868 -0.3813 -2.1199
H -6.3332 -0.7202 -1.2991
H -9.6376 -1.6775 -1.7191
H -9.5583 -3.5423 -1.2531
H -8.9335 -2.9376 -2.7551
O -3.7348 0.3011 3.4820
P -3.5488 1.5382 4.3302
N -1.9162 2.2224 4.2120
C -1.4425 3.5399 4.6652
C -0.8879 1.5154 3.5879
N -3.7599 1.1639 6.0540
C -2.9897 1.8308 7.1343
C -5.1465 0.6037 6.2910
N -4.3650 2.8761 3.9426
C -4.9934 3.8256 4.8901
C -4.4866 3.2322 2.5514
H -0.6456 3.4248 5.4000
H -2.2310 4.0302 5.2361
H -1.0029 4.2487 3.9635
H 0.0251 2.0769 3.3894
H -1.3001 0.9742 2.7362
H -0.6112 0.8464 4.4028
H -3.1479 2.9019 7.0084
H -3.2107 1.4352 8.1257
H -1.9570 1.5094 6.9990
H -5.9320 1.2624 5.9207
H -5.3429 -0.2789 5.6823
H -5.2661 0.4554 7.3643
H -4.7949 4.8751 4.6725
H -6.0644 3.6486 4.7913
H -4.8526 3.5544 5.9364
H -5.4902 3.1521 2.1338
H -3.8526 2.6310 1.8997
H -4.1891 4.2745 2.4369
O -5.2697 -0.4580 -4.9649
P -4.8413 -1.4922 -5.9684
N -5.9632 -1.8026 -7.3172
C -5.8168 -1.0820 -8.6307
C -7.1819 -2.6450 -7.0669
N -4.6065 -3.0361 -5.1675
C -4.3315 -4.2863 -5.9290
C -4.1356 -3.2557 -3.7211
N -3.2452 -1.2494 -6.6295
C -2.6694 -1.9576 -7.7552
C -2.5151 -0.0538 -6.0736
H -5.8848 -1.7108 -9.5184
H -4.7943 -0.7067 -8.6722
H -6.5163 -0.2461 -8.6259
H -8.1214 -2.0962 -7.1318
H -7.0516 -3.1448 -6.1070
H -7.2080 -3.4060 -7.8468
H -3.3310 -4.1961 -6.3520
H -4.3845 -5.1202 -5.2291
H -5.0597 -4.3541 -6.7372
H -3.1117 -2.9108 -3.5776
H -4.6508 -2.5825 -3.0360
H -4.2327 -4.2566 -3.3006
H -3.4517 -2.6387 -8.0901
H -2.3907 -1.1918 -8.4790
H -1.7379 -2.4386 -7.4567
H -3.0643 0.7251 -5.5446
H -1.9026 0.3803 -6.8638
H -1.8756 -0.2517 -5.2135
C -4.4718 2.8293 -2.5533
N -4.8383 3.9816 -1.6466
O -5.5044 4.8936 -2.1948
O -4.4264 4.1399 -0.5005
H -4.2172 3.1725 -3.5560
H -5.2995 2.1206 -2.5800
H -3.6365 2.3741 -2.0211
C -1.9894 -2.8847 4.6408
N -2.1153 -3.5571 3.4014
O -3.1048 -4.1432 3.1436
O -1.0926 -3.6165 2.6344
H -1.1629 -3.2863 5.2270
H -2.7958 -3.1301 5.3320
H -1.8840 -1.8553 4.2983
C 2.9331 -3.7933 0.2382
C 3.8589 -5.0745 0.1379
O 5.1784 -4.6939 0.5685
P 6.4279 -4.5463 -0.4804
O 6.1180 -3.7086 -1.6823
O 6.7509 -6.0617 -0.8797
C 6.7873 -7.1349 0.0400
C 6.0139 -8.2572 -0.5834
O 7.6406 -3.8753 0.3642
C 7.4008 -2.5175 0.8313
C 8.5226 -1.9684 1.7644
H 2.4512 -3.6769 1.2089
H 3.5546 -2.9247 0.0203
H 2.1408 -3.8207 -0.5099
H 3.4696 -5.6591 0.9714
H 3.9341 -5.4939 -0.8654
H 7.8214 -7.4363 0.2075
H 6.4786 -6.8338 1.0410
H 5.7356 -9.0941 0.0571
H 5.0630 -7.8688 -0.9482
H 6.6651 -8.7189 -1.3256
H 7.3779 -1.7904 0.0196
H 6.5091 -2.5245 1.4581
H 9.5016 -1.9332 1.2866
H 8.2965 -0.9598 2.1106
H 8.5041 -2.4805 2.7265
C 5.8618 0.6038 -4.9726
C 5.0333 0.9875 -6.1093
O 4.0461 1.8251 -5.4983
P 2.8510 2.2983 -6.4904
O 3.3993 2.6853 -7.8369
O 1.8749 0.9975 -6.5124
C 1.3335 0.3539 -7.5957
C 1.7345 -1.1605 -7.6415
O 1.9736 3.4569 -5.7581
C 1.4542 3.1616 -4.4878
C 0.7815 4.4737 -4.0352
H 6.3895 1.4771 -4.5891
H 5.2804 0.2843 -4.1078
H 6.4898 -0.2632 -5.1778
H 4.6403 0.0775 -6.5626
H 5.4875 1.6158 -6.8756
H 1.5444 0.9978 -8.4495
H 0.2535 0.4152 -7.4616
H 1.2067 -1.7261 -8.4095
H 2.7690 -1.1101 -7.9811
H 1.5073 -1.6540 -6.6966
H 0.7155 2.3659 -4.3919
H 2.2909 2.9073 -3.8370
H 0.4608 4.2918 -3.0095
H 1.5274 5.2658 -3.9711
H 0.0501 4.8105 -4.7699
C 1.8558 -7.2817 -2.3266
C 0.8590 -7.6160 -1.1725
O 1.1867 -7.0358 0.1450
P 1.8302 -7.9417 1.2939
O 3.1184 -8.6551 0.9859
O 1.9814 -6.8604 2.5794
C 0.8378 -6.2254 3.0356
C 0.4969 -6.9507 4.3429
O 0.5716 -8.9139 1.7460
C 0.8309 -10.1806 2.3082
C -0.4954 -10.9924 2.3924
H 2.9083 -7.3457 -2.0503
H 1.5606 -7.9045 -3.1711
H 1.5962 -6.2496 -2.5621
H -0.1262 -7.2506 -1.4621
H 0.6655 -8.6556 -0.9080
H 1.0370 -5.1901 3.3126
H -0.0249 -6.2345 2.3695
H -0.2935 -6.3879 4.8394
H 0.2633 -8.0043 4.1896
H 1.3241 -6.8342 5.0431
H 1.6597 -10.5662 1.7146
H 1.2900 -10.2108 3.2963
H -1.1054 -11.0767 1.4931
H -0.0550 -11.9696 2.5904
H -1.1110 -10.7471 3.2578
```

Values from the calculation:
net charge = +1
E_tot = -241411.9208 eV
spin multiplicity = 2
Kohn-Sham gap (alpha / beta) = 6.86 / 2.30 eV
molecular weight = 1922.976 g/mol

2.
A structure of composition C62H42Cl3N4PPbSi, computed with the ωB97M-V functional and the def2-TZVPD basis.

XYZ file:
```
114
C62H42Cl3N4PPbSi, DFT the ωB97M-V functional and the def2-TZVPD basis
Pb 0.0381 0.3106 0.4743
C 5.1545 -1.8774 5.8082
C 4.5758 -0.6333 5.6230
C 3.5349 -0.4783 4.7253
C 3.0651 -1.5670 3.9982
C 3.6235 -2.8215 4.2209
C 4.6664 -2.9727 5.1162
C 2.0365 -1.3485 2.9573
C 2.4348 -1.5542 1.6364
C 3.6511 -2.2159 1.2595
C 3.5763 -2.4500 -0.0734
C 2.3270 -1.9047 -0.5274
N 1.6908 -1.3278 0.5255
C 1.8309 -2.0602 -1.8239
C 0.5766 -1.6210 -2.2567
C 0.1135 -1.6974 -3.6171
C -1.0801 -1.0599 -3.6615
C -1.3884 -0.6471 -2.3145
C -2.5877 -0.0477 -1.9062
C -3.5605 0.3735 -2.9372
C -3.9879 1.7008 -2.9734
C -4.8702 2.1357 -3.9443
C -5.3371 1.2586 -4.9083
C -4.9396 -0.0670 -4.8693
C -4.0733 -0.5100 -3.8836
C -2.9873 0.1327 -0.5723
N -2.2214 -0.0037 0.5388
C -3.0417 0.0352 1.6207
C -2.6732 -0.1950 2.9473
C -3.7093 -0.0247 4.0007
C -4.3319 -1.1177 4.5947
C -5.2620 -0.9364 5.6047
C -5.5538 0.3379 6.0610
C -4.9501 1.4310 5.4635
C -4.0536 1.2550 4.4251
C -1.3968 -0.5778 3.3628
C -1.0278 -0.8340 4.7322
C 0.2982 -1.1097 4.7343
C 0.7399 -1.0395 3.3676
N -0.3085 -0.7269 2.5694
C -4.3893 0.2517 1.1799
C -4.3554 0.3240 -0.1747
N -0.3557 -0.9907 -1.5047
C 2.7225 -2.7637 -2.7830
C 2.4974 -4.0938 -3.1219
C 3.3656 -4.7626 -3.9683
C 4.4673 -4.1107 -4.4962
C 4.6946 -2.7832 -4.1741
C 3.8361 -2.1209 -3.3140
H 5.9811 -1.9969 6.4929
H 4.9451 0.2203 6.1731
H 3.0872 0.4900 4.5689
H 3.2314 -3.6775 3.6919
H 5.1091 -3.9454 5.2704
H 4.4371 -2.4804 1.9354
H 4.2830 -2.9701 -0.6911
H 0.6515 -2.1645 -4.4187
H -1.6878 -0.8857 -4.5259
H -3.6182 2.4030 -2.2428
H -5.1953 3.1655 -3.9535
H -6.0079 1.6005 -5.6818
H -5.3111 -0.7574 -5.6145
H -3.8099 -1.5562 -3.8264
H -4.0807 -2.1153 4.2631
H -5.7589 -1.7915 6.0402
H -6.2442 0.4790 6.8813
H -5.1791 2.4261 5.8129
H -3.5913 2.1101 3.9563
H -1.7056 -0.8036 5.5641
H 0.9306 -1.3688 5.5625
H -5.2408 0.3039 1.8295
H -5.1805 0.4525 -0.8481
H 1.6538 -4.6156 -2.6956
H 3.1807 -5.8000 -4.2109
H 5.1516 -4.6395 -5.1421
H 5.5476 -2.2585 -4.5830
H 4.0403 -1.0947 -3.0459
C 4.5243 3.4849 1.4032
C 3.6572 4.1584 0.5587
C 2.9490 3.4753 -0.4134
C 3.1080 2.1003 -0.5384
C 3.9809 1.4287 0.3131
C 4.6845 2.1146 1.2838
P 2.2522 1.0634 -1.7848
C 3.3033 1.3689 -3.2490
C 4.6252 1.7934 -3.1614
C 5.4154 1.8323 -4.2973
C 4.8998 1.4495 -5.5240
C 3.5812 1.0336 -5.6216
C 2.7933 0.9790 -4.4882
C 0.8064 2.1402 -2.0781
C 0.6885 3.1189 -3.0610
C -0.4175 3.9511 -3.0522
C -1.3801 3.8454 -2.0623
C -1.2845 2.8431 -1.1036
C -0.2126 1.9882 -1.1613
H 5.0759 4.0281 2.1542
H 3.5281 5.2254 0.6592
H 2.2877 4.0119 -1.0778
H 4.1170 0.3623 0.1951
H 5.3531 1.5832 1.9440
H 5.0400 2.0866 -2.2071
H 6.4421 2.1610 -4.2236
H 5.5250 1.4714 -6.4041
H 3.1718 0.7455 -6.5806
H 1.7734 0.6214 -4.5488
H 1.4745 3.2386 -3.7959
H -0.5180 4.7140 -3.8114
H -2.2031 4.5449 -2.0298
H -2.0436 2.7324 -0.3433
Cl 2.2576 2.5899 3.4061
Si 0.5292 2.3721 2.3400
Cl -0.9311 2.4310 3.7588
Cl 0.2835 4.1651 1.3467
```

Values from the calculation:
E_tot = -130921.0868 eV
Kohn-Sham gap = 5.64 eV
molecular weight = 1215.665 g/mol

Largest force on an atom? In order: 5.1 1.2 eV Å⁻¹.